CH2NO4P | the ωB97M-V functional and the def2-TZVPD basis

Each line ends with the natural charge from an NBO analysis.
Cartesian coordinates (Å):
1 C 0.73300 -1.22877 -0.09868  0.27
2 N 0.18630 -0.85940 1.20486  -0.99
3 O 3.76372 -0.39814 -1.33354  -1.20
4 O 2.44473 1.47176 -0.20498  -1.22
5 O 0.10893 -2.14678 -0.66349  -0.77
6 O 3.51142 -0.36333 1.25608  -1.21
7 P 3.05195 0.08760 -0.10421  2.38
8 H 0.31242 -1.62187 1.86468  0.34
9 H 0.78436 -0.04712 1.41304  0.38

Cartesian forces (eV/Å) of the 3 atoms listed first:
-0.4 -0.9 -0.4
0.6 1.2 -0.6
-0.1 -0.4 0.3

Results
HOMO-LUMO gap (Eh): 0.23145
Total charge: -2
LUMO (eV): 7.29
E_HOMO (eV): 0.99